13 unconnected molecules or ions with the total composition C53H66F12N2O40 at a distorted geometry. Source: OMol25; level of theory: ωB97M-V with the def2-TZVPD basis set.

Geometry as XYZ:
```
173
Properties=species:S:1:pos:R:3:forces:R:3:lowdin_charge:R:1
C 7.025637 0.082909 7.122009 -0.5 -0.3 1.0 -0.14
C 6.998170 1.627839 7.668187 0.6 -0.2 0.9 -0.24
C 7.546002 2.753126 6.610784 0.0 0.0 -0.3 -0.18
C 7.362151 2.374333 5.027474 0.7 -0.3 -0.9 -0.30
C 7.962802 3.615256 4.113184 0.0 -0.2 0.5 -0.09
C 5.835735 1.991191 4.571973 -0.2 0.0 -1.6 -0.13
C 5.707065 1.823031 2.912646 2.7 -0.3 -4.2 -0.20
O 6.665614 1.483942 2.023587 -5.8 2.1 5.5 -0.06
N 4.273262 2.175628 2.463723 2.2 0.0 1.8 0.05
C 3.520469 2.367028 3.761160 0.3 -0.2 1.8 -0.28
C 1.972080 2.902142 3.755853 -0.1 -0.6 0.2 -0.08
C 1.041897 1.603419 4.252392 1.7 0.3 -0.1 -0.20
N -0.434760 1.787073 3.975283 0.4 -2.8 -1.5 -0.09
C -1.183964 1.087708 5.105193 -1.5 -0.1 1.1 -0.23
C -0.910739 -0.527695 5.199872 0.1 -0.3 0.1 -0.11
C -0.842995 1.265356 2.611733 -5.1 -2.1 0.0 -0.27
C 0.084791 1.250992 1.257189 0.1 -0.4 0.8 -0.03
O -2.090797 0.734253 2.482871 6.9 3.2 0.8 -0.11
C 4.637761 3.141420 4.724690 -0.2 -1.3 -0.9 -0.17
C 4.089398 3.515333 6.223438 -0.8 1.5 -1.4 -0.03
C 3.617475 5.116590 6.148317 2.8 4.4 -1.4 -0.25
O 4.370445 6.089415 5.601459 -5.1 -6.5 3.7 -0.02
O 2.294893 5.426599 6.785318 3.5 -0.1 0.3 -0.05
H 7.845083 -0.090619 6.304972 -1.7 0.3 1.5 0.08
H 5.938387 -0.223046 6.760307 2.5 0.6 0.4 0.07
H 7.252564 -0.627703 8.049550 -0.4 1.5 -2.1 0.08
H 7.736061 1.664702 8.604778 -1.7 0.0 -2.0 0.10
H 5.925148 1.844418 8.103288 2.1 -0.3 -1.0 0.10
H 8.707561 2.870386 6.812525 -2.4 -0.2 -0.6 0.12
H 7.065256 3.826572 6.775975 1.0 -2.3 -0.2 0.12
H 8.039277 1.429658 4.755208 -1.6 2.0 0.7 0.14
H 7.083669 4.309738 3.775152 1.8 -1.2 0.5 0.08
H 8.651854 4.243910 4.831722 -1.2 -1.2 -1.6 0.08
H 8.575787 3.212992 3.173777 -1.5 1.0 2.1 0.10
H 5.520835 0.894790 4.912194 0.5 2.5 -0.1 0.15
H 4.204176 2.969606 1.776126 0.3 -1.2 0.9 0.14
H 3.480492 1.301298 4.244841 -0.1 1.8 -0.9 0.13
H 1.661869 3.306278 2.701031 0.5 -0.8 2.1 0.12
H 1.769025 3.741093 4.566618 0.6 -1.6 -1.8 0.12
H 1.228864 1.533442 5.422127 -0.6 0.2 -2.4 0.13
H 1.467130 0.577648 3.815109 -0.9 2.3 0.7 0.15
H -0.829985 1.563501 6.138062 -0.6 -0.8 -2.4 0.13
H -2.345125 1.332306 5.041358 2.7 -0.6 -0.2 0.11
H 0.086552 -0.693824 5.818367 -2.2 0.1 -1.3 0.07
H -0.794393 -1.063588 4.147778 -0.2 1.4 2.2 0.09
H -1.811712 -1.090068 5.740351 2.0 1.4 -1.0 0.10
H 1.191205 1.603676 1.413354 -2.6 -0.6 -0.2 0.04
H -0.442277 1.866591 0.396291 1.1 -1.2 2.0 0.10
H 0.153469 0.113769 0.908196 -0.3 2.5 0.8 0.12
H 4.935980 4.046889 4.040965 -0.3 -1.4 2.0 0.14
H 4.889329 3.466090 7.075962 -1.6 0.0 -1.7 0.11
H 3.118887 2.888199 6.421220 2.0 1.2 0.0 0.12
H 2.448024 6.008261 7.610265 -0.1 -1.0 -2.1 0.14
C -3.209962 1.050527 -1.022813 0.2 -0.2 1.4 -0.08
C -4.319311 0.666313 -1.941194 -0.9 0.0 0.3 -0.33
O -3.966804 1.281780 -3.159316 0.9 -0.2 -0.1 0.13
C -2.605396 1.337445 -3.147463 2.1 0.5 -1.9 -0.50
O -1.920440 1.548791 -4.134396 -1.6 -0.3 2.1 0.14
O -2.099857 1.119675 -1.895073 -0.2 0.1 -1.4 0.07
F -5.493937 1.189585 -1.523936 -0.2 -0.1 -0.1 0.09
H -3.366100 2.028795 -0.555908 -0.2 -0.1 -0.1 0.15
H -3.045158 0.308872 -0.236570 0.2 0.2 -0.1 0.14
H -4.424287 -0.413513 -2.091108 -0.2 0.1 0.0 0.17
C -6.722067 2.467488 6.021822 -1.0 0.8 -0.1 -0.08
C -5.425946 2.150481 5.357537 0.7 0.5 -0.3 -0.34
O -4.826450 1.221032 6.231386 -0.8 -0.4 0.0 0.13
C -5.866411 0.577018 6.831720 0.0 -2.8 1.8 -0.50
O -5.760100 -0.473637 7.442203 -0.3 2.6 -1.4 0.14
O -7.045875 1.248407 6.659740 0.8 -0.7 0.1 0.08
F -4.636124 3.245825 5.293787 0.2 0.1 -0.2 0.08
H -6.630224 3.257710 6.774485 0.2 0.0 -0.2 0.15
H -7.497384 2.753351 5.305890 0.0 -0.2 0.2 0.15
H -5.528788 1.706289 4.361727 0.2 0.1 0.0 0.18
C 4.828571 0.239135 -2.313159 0.4 -1.0 -0.7 -0.07
C 5.382259 1.488144 -1.717252 0.7 0.5 -0.2 -0.33
O 4.244500 2.137560 -1.197016 -0.4 -0.8 0.4 0.14
C 3.378298 1.134889 -0.879183 -2.3 0.0 1.5 -0.48
O 2.404721 1.274565 -0.157721 2.5 -0.3 -2.1 0.10
O 3.737947 -0.049556 -1.461605 -0.5 0.9 0.7 0.08
F 5.924749 2.278124 -2.670823 0.2 0.2 -0.1 0.08
H 4.462655 0.383431 -3.335252 0.1 0.2 0.1 0.15
H 5.553804 -0.579051 -2.312442 -0.2 0.1 0.1 0.15
H 6.108659 1.319105 -0.915199 0.0 0.2 -0.1 0.17
C 12.490715 1.022618 8.011088 1.0 -0.5 -0.7 -0.08
C 12.171263 2.174726 8.901199 0.1 0.9 -0.1 -0.33
O 10.788058 2.036929 9.134950 0.2 -0.9 0.1 0.13
C 10.545083 0.699099 9.046370 -2.6 -1.7 0.9 -0.50
O 9.529994 0.159390 9.454019 2.5 1.3 -1.0 0.13
O 11.581816 0.033715 8.451457 -0.9 0.4 0.6 0.08
F 12.380665 3.348718 8.264368 0.1 0.3 0.1 0.08
H 12.306043 1.240215 6.953762 0.0 0.2 0.2 0.15
H 13.524009 0.683648 8.124194 -0.2 -0.1 0.0 0.15
H 12.708516 2.167044 9.855568 0.0 0.2 -0.1 0.18
C -4.728142 3.863854 -6.012684 -0.4 -1.3 -0.3 -0.07
C -3.478039 4.558633 -5.592895 0.7 -0.1 -0.1 -0.32
O -3.827574 5.923342 -5.640636 -0.7 -0.2 0.4 0.14
C -5.165515 5.955797 -5.384641 -1.9 2.6 0.7 -0.50
O -5.778189 6.962995 -5.071511 1.4 -2.4 -0.8 0.14
O -5.736700 4.719478 -5.514017 0.3 1.1 0.2 0.07
F -2.483851 4.342270 -6.483084 0.4 0.0 -0.1 0.08
H -4.824202 3.785288 -7.100797 0.2 0.1 0.1 0.14
H -4.813400 2.863459 -5.579865 -0.1 0.2 0.0 0.14
H -3.138225 4.300663 -4.584184 0.2 0.0 -0.2 0.17
C -5.203531 -2.564626 -5.316294 0.6 0.0 -1.3 -0.06
C -5.028936 -3.326444 -4.047102 0.3 -0.2 -0.3 -0.34
O -5.825049 -2.617379 -3.124978 -0.6 0.3 -0.3 0.13
C -6.821772 -2.062539 -3.870209 -2.8 1.4 0.7 -0.50
O -7.852841 -1.607406 -3.403714 2.5 -1.0 -1.1 0.14
O -6.528645 -2.085131 -5.206263 -0.5 0.1 1.2 0.09
F -3.744729 -3.276749 -3.627572 0.4 -0.1 0.3 0.08
H -4.516225 -1.716002 -5.398986 0.1 -0.1 0.2 0.15
H -5.087693 -3.197293 -6.200435 -0.3 0.2 0.2 0.12
H -5.364417 -4.367738 -4.098857 0.1 0.7 -0.1 0.14
C -0.149854 2.964138 -8.542934 -0.5 0.9 0.9 -0.08
C 0.075681 2.886671 -10.014271 0.4 0.5 -0.5 -0.33
O 0.672672 1.621917 -10.189999 -0.6 -0.4 0.6 0.14
C 0.182437 0.854557 -9.176342 0.1 -3.0 0.5 -0.50
O 0.247576 -0.363122 -9.146641 -0.1 2.8 0.0 0.13
O -0.398744 1.615787 -8.199494 0.4 -0.9 -0.8 0.08
F 0.953869 3.831907 -10.417974 0.0 0.2 -0.3 0.08
H 0.730316 3.320988 -7.997638 0.0 0.0 -0.3 0.15
H -1.002707 3.598064 -8.285695 0.1 -0.3 0.0 0.13
H -0.839663 2.948077 -10.612513 0.2 0.1 -0.1 0.18
C -0.943264 -5.414996 7.293388 0.0 -0.7 1.1 -0.08
C -1.497846 -5.467081 5.910845 -0.8 0.0 -0.3 -0.33
O -1.058595 -4.258359 5.333842 0.8 -0.2 0.4 0.14
C 0.110744 -3.966413 5.969519 2.3 2.3 -0.8 -0.50
O 0.925276 -3.153577 5.564915 -2.0 -2.0 1.0 0.13
O 0.263651 -4.701735 7.112933 0.1 0.6 -0.9 0.08
F -2.849566 -5.461939 5.932942 -0.2 -0.2 -0.2 0.08
H -1.588332 -4.866837 7.988224 -0.1 -0.1 -0.3 0.15
H -0.752742 -6.410691 7.702881 0.2 0.2 -0.1 0.15
H -1.137740 -6.312071 5.314325 -0.2 0.1 0.0 0.18
C -1.755184 -4.431703 -7.268185 0.9 1.0 0.5 -0.06
C -1.773587 -5.425939 -8.378524 0.5 -0.5 -0.3 -0.32
O -2.977562 -6.129072 -8.171325 -0.4 0.8 0.2 0.14
C -3.810916 -5.235230 -7.568629 -3.2 -0.3 0.5 -0.49
O -5.018940 -5.378527 -7.479125 2.9 0.4 -0.1 0.15
O -3.128596 -4.153584 -7.082877 -0.7 -0.8 -0.4 0.06
F -0.746311 -6.297136 -8.262839 0.2 -0.2 -0.1 0.08
H -1.339235 -4.839831 -6.340927 0.0 -0.2 -0.2 0.14
H -1.203543 -3.525016 -7.530871 -0.3 0.0 0.1 0.15
H -1.774542 -4.981119 -9.379350 0.1 -0.2 0.1 0.18
C -4.836610 -5.956741 -0.153793 0.7 0.1 1.1 -0.07
C -6.160186 -6.461826 -0.617187 -0.9 0.2 0.5 -0.32
O -6.228138 -6.027501 -1.956450 1.1 -0.3 -0.3 0.15
C -4.933709 -5.977727 -2.379121 1.1 0.0 -2.2 -0.48
O -4.598104 -5.912281 -3.549999 -0.5 -0.9 2.8 0.12
O -4.055979 -6.017945 -1.330576 -0.6 -0.1 -1.2 0.08
F -7.166896 -5.878538 0.071269 -0.2 -0.1 0.0 0.09
H -4.878662 -4.921268 0.200347 -0.3 -0.1 -0.1 0.15
H -4.406493 -6.580000 0.634840 0.1 0.1 -0.3 0.15
H -6.263638 -7.551443 -0.577785 -0.2 0.1 0.0 0.18
C -7.612794 4.382426 -9.092875 -0.4 0.4 1.2 -0.08
C -8.217253 4.325400 -10.454152 -0.4 0.6 -0.5 -0.33
O -7.141514 3.933102 -11.276206 0.2 -0.7 0.7 0.15
C -6.333067 3.188485 -10.470829 2.5 -1.9 -0.9 -0.50
O -5.451213 2.451481 -10.879518 -2.1 1.8 1.1 0.14
O -6.636038 3.362210 -9.148142 0.3 -0.4 -0.9 0.06
F -8.630978 5.550128 -10.849797 -0.2 0.1 -0.1 0.08
H -7.125121 5.340886 -8.885706 -0.2 0.0 -0.2 0.15
H -8.343703 4.183109 -8.304562 0.2 -0.1 -0.1 0.15
H -9.036734 3.605345 -10.551571 0.0 0.2 -0.1 0.18
C -0.964864 -7.781752 -4.765485 -1.0 0.8 -0.1 -0.08
C 0.331257 -8.098759 -5.429770 0.6 0.4 -0.3 -0.34
O 0.930753 -9.028208 -4.555921 -0.8 -0.4 0.0 0.14
C -0.109208 -9.672222 -3.955587 0.0 -2.8 1.9 -0.50
O -0.002897 -10.722877 -3.345104 -0.3 2.6 -1.4 0.15
O -1.288672 -9.000833 -4.127567 0.8 -0.7 0.1 0.08
F 1.121080 -7.003415 -5.493519 0.2 0.2 -0.2 0.08
H -0.873020 -6.991530 -4.012821 0.2 0.0 -0.1 0.15
H -1.740181 -7.495889 -5.481417 0.0 -0.2 0.2 0.14
H 0.228415 -8.542951 -6.425580 0.1 0.2 0.0 0.18
```
Forces are in eV/Å.

Output
LUMO   0.1 eV
DFT total energy   -173512.1108 eV
Multiplicity   1
Total charge   0